Entry from OMol25: a molecular structure, C13H27NPdSi2 (ωB97M-V/def2-TZVPD).

Positions of all 44 atoms, in Å:
Pd -0.1581 1.6571 -0.9206
C -0.4601 3.0107 -2.4806
H -1.2882 2.7203 -3.1444
H -0.6899 3.9695 -1.9944
H 0.4526 3.1177 -3.0838
H 1.6376 2.0358 -1.1431
H 1.3472 2.4834 -0.5016
C 1.6896 2.1724 2.0165
Si 0.8158 0.5209 1.9452
C 2.0601 -0.8255 2.2974
C -0.3836 0.6049 3.3917
C -0.1187 0.1328 0.3086
C 0.6845 -0.5115 -1.1353
C 1.2923 -1.7306 -1.4867
C 1.7788 -1.8635 -2.8111
C 1.6570 -0.8361 -3.7254
C 1.0574 0.3706 -3.3709
N 0.6556 0.3818 -2.1906
Si -1.6853 -0.9481 0.4778
C -1.1980 -2.5557 1.3196
C -3.1414 -0.1973 1.3828
C -2.3177 -1.4056 -1.2248
H 2.0962 2.3131 3.0373
H 0.9621 2.9765 1.8169
H 2.5279 2.2079 1.3056
H 2.5553 -0.6078 3.2635
H 1.5580 -1.8047 2.3551
H 2.8148 -0.8367 1.4939
H -1.1211 1.4047 3.2113
H -0.8937 -0.3605 3.5254
H 0.1776 0.8332 4.3162
H 1.3771 -2.5427 -0.7634
H 2.2544 -2.8056 -3.0984
H 2.0379 -0.9491 -4.7451
H 0.9680 1.2052 -4.0760
H -0.8556 -2.3698 2.3494
H -2.0731 -3.2315 1.3473
H -0.3889 -3.0426 0.7509
H -3.4640 0.7206 0.8641
H -3.9672 -0.9324 1.3670
H -2.9004 0.0282 2.4314
H -2.6230 -0.4953 -1.7669
H -1.5408 -1.9367 -1.7982
H -3.1894 -2.0780 -1.1137

Multiplicity ... 5
Total charge ... +2
Orbital gap (alpha / beta) ... 8.49 / 5.15 eV
LUMO level (alpha / beta) ... -6.865 / -11.858 eV
Energy above the lowest of the compared OMol25 structures with the same formula, charge and spin ... 118.6 kJ/mol